The following is a quantum chemistry calculation of a structure of composition C3H3MgO3Tl at a distorted geometry, from OMol25.

Element x y z (Å)
C -0.836 0.616 -0.056
C 0.466 -0.124 -0.064
O 1.510 0.752 0.351
O -1.899 0.206 -0.385
H 0.636 -0.499 -1.085
H 0.371 -0.985 0.617
O 2.962 -0.888 -0.034
C 2.751 0.297 0.342
Tl -4.659 0.624 -0.728
Mg 4.776 -0.083 0.443
H -6.079 0.084 0.599

As for the gap between HOMO and LUMO (spin up / spin down): 1.44 / 1.48 eV. The spin multiplicity is 2. The net charge is +1.